# 1
{"formula": "C33H29GeHgN3O3S", "method": "the ωB97M-V functional and the def2-TZVPD basis", "energy_ev": -116827.0673, "homo_lumo_gap_ha": [0.197, 0.230], "charge": -1, "homo_energy_ev": [-3.09, -4.05], "spin_multiplicity": 2, "e_above_lowest_ev": 1.075, "max_force_ev_per_a": 0.44, "elements": ["Hg", "O", "N", "O", "C", "C", "C", "C", "C", "C", "N", "C", "C", "N", "C", "C", "C", "C", "H", "H", "H", "H", "H", "H", "H", "C", "S", "C", "O", "H", "H", "H", "H", "H", "H", "C", "Ge", "C", "C", "C", "C", "C", "C", "C", "C", "C", "C", "C", "C", "C", "C", "C", "C", "C", "C", "H", "H", "H", "H", "H", "H", "H", "H", "H", "H", "H", "H", "H", "H", "H", "H"], "xyz": [[-1.0099, 0.1084, -0.3206], [-7.3776, -2.8760, 3.4817], [-6.8007, -1.7726, 3.3560], [-7.2379, -0.7417, 3.9291], [-5.6579, -1.7099, 2.5640], [-5.2322, -2.8977, 1.9641], [-4.1114, -2.9474, 1.1240], [-3.6684, -4.1380, 0.4932], [-2.5872, -4.1067, -0.3444], [-1.9323, -2.8924, -0.5715], [-2.3159, -1.7690, 0.0216], [-3.3616, -1.7794, 0.8611], [-3.7545, -0.5388, 1.5307], [-2.9589, 0.5148, 1.3139], [-3.2319, 1.6847, 1.8547], [-4.3495, 1.8573, 2.6622], [-5.1762, 0.7823, 2.9179], [-4.8998, -0.4817, 2.3592], [-5.8049, -3.7923, 2.1529], [-4.2029, -5.0611, 0.6826], [-2.2318, -5.0009, -0.8387], [-1.0850, -2.8272, -1.2421], [-2.5318, 2.4873, 1.6456], [-4.5646, 2.8251, 3.0961], [-6.0424, 0.8873, 3.5465], [1.7414, 0.5717, 3.2084], [0.0703, -0.0149, 2.9534], [-0.0925, -0.9605, 4.4749], [0.1838, -1.0346, 1.8621], [1.7751, 1.2312, 4.0759], [2.0056, 1.1170, 2.3028], [2.3958, -0.2925, 3.3254], [0.2378, -0.3714, 5.3291], [0.5167, -1.8560, 4.3477], [-1.1404, -1.2329, 4.5885], [0.2357, 1.7354, -0.5914], [1.8293, 1.2448, -1.5390], [3.0243, 0.1833, -0.3745], [4.0847, 0.7144, 0.3650], [4.8425, -0.0744, 1.2233], [4.5451, -1.4218, 1.3735], [3.4764, -1.9643, 0.6745], [2.7306, -1.1687, -0.1848], [1.6459, 0.1645, -3.2049], [0.6177, 0.4864, -4.0943], [0.3347, -0.3043, -5.1987], [1.0744, -1.4568, -5.4358], [2.1088, -1.7902, -4.5745], [2.3911, -0.9833, -3.4759], [2.6642, 2.9370, -2.1400], [1.8041, 3.8844, -2.7038], [2.2609, 5.1283, -3.1172], [3.6007, 5.4617, -2.9701], [4.4750, 4.5349, -2.4242], [4.0094, 3.2881, -2.0205], [-0.3521, 2.3640, -1.2831], [4.3148, 1.7692, 0.2971], [5.6654, 0.3646, 1.7759], [5.1343, -2.0409, 2.0399], [3.2085, -3.0050, 0.8111], [1.8927, -1.6129, -0.7104], [0.0096, 1.3666, -3.9103], [-0.4740, -0.0323, -5.8671], [0.8420, -2.0907, -6.2833], [2.6966, -2.6832, -4.7549], [3.2147, -1.2553, -2.8252], [0.7498, 3.6530, -2.8079], [1.5683, 5.8429, -3.5462], [3.9596, 6.4353, -3.2816], [5.5250, 4.7811, -2.3145], [4.7231, 2.5725, -1.6347]], "lowdin_charge": [1.02, -0.05, -0.40, -0.06, -0.13, 0.02, -0.16, -0.02, -0.07, -0.16, -0.02, -0.16, -0.16, 0.03, -0.15, -0.06, 0.00, -0.05, 0.11, 0.11, 0.10, 0.10, 0.11, 0.10, 0.09, -0.25, 0.78, -0.26, -0.62, 0.05, 0.04, 0.06, 0.05, 0.06, 0.05, -0.54, 0.76, -0.27, -0.12, -0.11, -0.12, -0.09, -0.14, -0.27, -0.13, -0.11, -0.12, -0.11, -0.12, -0.25, -0.12, -0.10, -0.12, -0.11, -0.12, -0.15, 0.08, 0.09, 0.09, 0.10, 0.09, 0.09, 0.09, 0.09, 0.09, 0.09, 0.08, 0.09, 0.09, 0.09, 0.08]}


# 2
{"formula": "C33H29N6O5RuS", "method": "the ωB97M-V functional and the def2-TZVPD basis", "energy_ev": -67284.5544, "homo_lumo_gap_ha": [0.194, 0.210], "homo_energy_ev": [-5.66, -8.24], "spin_multiplicity": 6, "e_above_lowest_ev": 2.451, "max_force_ev_per_a": 1.67, "elements": ["Ru", "O", "C", "C", "C", "C", "C", "C", "C", "O", "N", "N", "C", "C", "C", "C", "C", "C", "N", "H", "H", "H", "H", "H", "H", "H", "H", "H", "H", "C", "C", "N", "C", "C", "C", "S", "N", "C", "O", "C", "C", "C", "C", "C", "C", "H", "H", "H", "H", "H", "H", "H", "H", "H", "H", "H", "H", "H", "H", "H", "O", "C", "N", "C", "O", "C", "C", "C", "C", "C", "C", "H", "H", "H", "H"], "xyz": [[0.2342, -0.0188, -0.7344], [-1.7106, 5.0822, -0.7659], [-1.1341, 4.9640, 0.4391], [-1.1312, 6.0896, 1.2609], [-0.5450, 6.0508, 2.5094], [0.0475, 4.8797, 2.9739], [0.0447, 3.7576, 2.1742], [-0.5397, 3.7743, 0.9022], [-0.4862, 2.5495, 0.1020], [0.0749, 1.4809, 0.6115], [-1.0083, 2.5616, -1.1078], [-0.8229, 1.4083, -1.7680], [-1.0660, 0.9810, -2.9639], [-0.6086, -0.2544, -3.4154], [-0.7265, -0.7253, -4.7450], [-0.1377, -1.8998, -5.1037], [0.6012, -2.6362, -4.1440], [0.6901, -2.1569, -2.8663], [0.0837, -1.0238, -2.4707], [-1.6222, 4.2222, -1.2316], [-1.6021, 6.9898, 0.8882], [-0.5404, 6.9393, 3.1277], [0.5047, 4.8480, 3.9538], [0.4997, 2.8354, 2.5087], [0.5127, 2.0443, -2.8772], [-1.2723, -0.1181, -5.4537], [-0.2077, -2.2701, -6.1173], [1.0964, -3.5571, -4.4113], [1.2608, -2.6694, -2.1030], [-1.3461, -2.8902, 4.5962], [-0.8742, -3.8063, 3.4721], [0.1289, -3.1648, 2.6238], [1.5283, -3.4642, 2.9297], [2.0196, -4.7187, 2.2109], [-0.2507, -2.3932, 1.5998], [1.0589, -1.8044, 0.5681], [-1.5539, -2.1894, 1.4869], [-2.1747, -1.3831, 0.6410], [-1.6803, -0.6125, -0.2223], [-3.6614, -1.3814, 0.7400], [-4.3351, -2.1910, 1.6521], [-5.7177, -2.1649, 1.7130], [-6.4400, -1.3310, 0.8696], [-5.7739, -0.5189, -0.0371], [-4.3916, -0.5444, -0.1027], [-2.0888, -3.4025, 5.2085], [-1.7971, -1.9907, 4.1787], [-0.5110, -2.5998, 5.2353], [-1.7166, -4.0942, 2.8489], [-0.4201, -4.7067, 3.8869], [1.6012, -3.5958, 4.0098], [2.1461, -2.6129, 2.6510], [1.3613, -5.5649, 2.4140], [3.0251, -4.9728, 2.5458], [2.0458, -4.5419, 1.1368], [-3.7682, -2.8306, 2.3124], [-6.2394, -2.7970, 2.4200], [-7.5210, -1.3107, 0.9225], [-6.3321, 0.1351, -0.6941], [-3.8562, 0.0849, -0.8007], [3.4794, -0.6633, -0.1268], [3.2920, 0.2534, -0.9308], [2.0397, 0.7121, -1.4102], [2.3111, 1.7038, -2.3208], [1.4073, 2.3657, -3.0391], [3.6880, 1.9510, -2.4436], [4.4443, 2.8609, -3.1982], [5.8122, 2.8186, -3.0678], [6.4441, 1.8958, -2.2104], [5.7074, 1.0057, -1.4560], [4.3228, 1.0393, -1.5732], [3.9630, 3.5774, -3.8509], [6.4260, 3.5121, -3.6288], [7.5249, 1.8951, -2.1488], [6.1837, 0.3032, -0.7841]], "lowdin_charge": [1.38, 0.07, -0.27, -0.01, -0.08, -0.09, -0.02, -0.08, -0.38, -0.16, 0.08, -0.20, 0.03, -0.27, -0.03, -0.06, -0.06, -0.13, -0.08, 0.07, 0.12, 0.10, 0.10, 0.11, 0.03, 0.12, 0.11, 0.10, 0.09, -0.07, -0.21, -0.12, -0.24, -0.07, -0.60, 0.83, 0.12, -0.39, -0.12, -0.13, -0.02, -0.08, -0.08, -0.07, -0.01, 0.08, 0.07, 0.07, 0.11, 0.12, 0.12, 0.08, 0.07, 0.08, 0.06, 0.10, 0.10, 0.10, 0.11, 0.11, -0.06, -0.45, 0.02, -0.31, 0.11, -0.12, -0.01, -0.09, -0.09, -0.01, -0.11, 0.11, 0.10, 0.10, 0.12]}


# 3
{"formula": "C33H30ClIN5O2S2Ta", "method": "the ωB97M-V functional and the def2-TZVPD basis", "energy_ev": -90067.5777, "homo_lumo_gap_ha": 0.232, "charge": 4, "homo_energy_ev": -18.36, "max_force_ev_per_a": 0.38, "elements": ["Ta", "C", "C", "C", "C", "N", "C", "C", "C", "C", "C", "C", "N", "C", "C", "C", "C", "C", "N", "H", "H", "H", "H", "H", "H", "H", "H", "H", "H", "H", "Cl", "C", "C", "C", "I", "C", "O", "C", "N", "C", "C", "C", "C", "H", "H", "H", "H", "C", "C", "S", "O", "C", "C", "H", "H", "H", "H", "H", "H", "H", "H", "H", "H", "S", "C", "N", "C", "C", "C", "C", "H", "H", "H", "H", "H"], "xyz": [[0.5865, 0.1864, 0.2416], [-3.2434, -1.8482, -1.0609], [-4.1278, -1.6028, -0.0216], [-3.6723, -0.9154, 1.0939], [-2.3661, -0.4624, 1.1340], [-1.5276, -0.6225, 0.0791], [-1.9638, -1.3462, -0.9734], [-1.7608, 0.1265, 2.3424], [-2.4561, 0.3228, 3.5230], [-1.7778, 0.8037, 4.6320], [-0.4264, 1.0864, 4.5295], [0.2122, 0.8838, 3.3173], [-0.4453, 0.4058, 2.2465], [1.6333, 1.1906, 3.0811], [2.4739, 1.6618, 4.0723], [3.7885, 1.9813, 3.7616], [4.2209, 1.8171, 2.4562], [3.3396, 1.3186, 1.5165], [2.0633, 0.9997, 1.8094], [-3.5349, -2.4236, -1.9286], [-5.1463, -1.9673, -0.0608], [-4.3332, -0.7657, 1.9341], [-1.2503, -1.5354, -1.7607], [-3.5088, 0.0958, 3.5952], [-2.2991, 0.9541, 5.5686], [0.1108, 1.4631, 5.3866], [2.1167, 1.7853, 5.0837], [4.4563, 2.3551, 4.5273], [5.2309, 2.0632, 2.1588], [3.6614, 1.1503, 0.5017], [2.7267, -0.4622, -6.3884], [2.6266, -0.3912, -4.6893], [3.7154, -0.7021, -3.9172], [3.6686, -0.6226, -2.5040], [5.3808, -0.9826, -1.3998], [2.4918, -0.2775, -1.8963], [2.2940, -0.0806, -0.5552], [1.3679, 0.0233, -2.6681], [0.2698, 0.3993, -1.9451], [-0.7885, 0.8740, -2.6148], [-0.8285, 0.9223, -3.9998], [0.2543, 0.4714, -4.7365], [1.4016, 0.0174, -4.0722], [4.6390, -0.9896, -4.4017], [-1.6295, 1.2117, -2.0229], [-1.7095, 1.3094, -4.4922], [0.2296, 0.4910, -5.8193], [-1.9930, 5.4802, 0.9252], [-1.7138, 4.1267, 0.2758], [-0.1094, 3.5158, 0.8204], [0.0076, 2.1021, 0.1134], [1.0562, 4.5311, -0.1079], [0.9453, 4.4349, -1.6182], [-2.9778, 5.8143, 0.6013], [-1.2819, 6.2438, 0.6148], [-1.9980, 5.4191, 2.0128], [-1.7130, 4.1674, -0.8130], [-2.4168, 3.3604, 0.6073], [2.0375, 4.2321, 0.2638], [0.8674, 5.5390, 0.2721], [1.1303, 3.4188, -1.9669], [1.7064, 5.0829, -2.0522], [-0.0179, 4.7771, -1.9928], [0.6692, -2.2235, 0.8076], [2.3058, -2.8713, 0.9675], [2.5841, -3.9671, 0.2251], [3.7210, -4.6793, 0.3376], [4.6778, -4.2954, 1.2463], [4.4334, -3.1723, 2.0265], [3.2484, -2.4578, 1.8862], [1.8795, -4.2943, -0.4280], [3.8133, -5.5451, -0.3038], [5.5840, -4.8750, 1.3492], [5.1628, -2.8617, 2.7639], [3.0374, -1.6067, 2.5166]], "lowdin_charge": [1.74, 0.02, 0.04, 0.05, -0.19, -0.10, -0.13, -0.18, 0.06, 0.05, 0.06, -0.19, -0.01, -0.20, 0.05, 0.03, 0.01, -0.09, -0.02, 0.14, 0.15, 0.13, 0.11, 0.13, 0.15, 0.13, 0.13, 0.15, 0.14, 0.09, 0.85, -0.58, -0.12, -0.62, 1.09, -0.36, -0.35, -0.16, -0.04, -0.10, 0.02, 0.07, -0.14, 0.12, 0.13, 0.14, 0.13, -0.09, -0.36, 1.10, -0.67, -0.34, -0.08, 0.11, 0.09, 0.09, 0.09, 0.10, 0.10, 0.11, 0.07, 0.11, 0.09, 0.75, -0.60, 0.09, 0.01, 0.01, 0.01, -0.06, 0.17, 0.16, 0.14, 0.14, 0.11]}


> Number 1 is which compound?

C33H29GeHgN3O3S